Record 1
63
Properties=species:S:1:pos:R:3:forces:R:3 method="wB97M-V/def2-TZVPD" relative_energy_ev=0.000 homo_energy_ev="-1.596 / -4.545" gap_ha="0.1329 / 0.2413" s_squared=2.017 fmax_ev_per_a=0.19 mol_weight_g_mol=597.57 spin_multiplicity=3 total_charge=-1
Ti 1.8147 0.3126 0.8787 0.1 0.1 0.1
S 3.7929 -0.9447 1.6069 0.0 0.0 0.0
C 4.4016 -1.6879 0.1321 0.1 0.0 0.0
C 5.5492 -2.4866 0.1966 0.0 0.0 0.0
C 6.0674 -3.1066 -0.9266 0.0 0.0 0.0
C 5.4431 -2.9375 -2.1579 0.0 0.0 0.0
C 4.3084 -2.1484 -2.2396 0.0 0.0 0.0
C 3.7754 -1.5210 -1.1114 0.0 0.0 -0.1
S 2.3091 -0.5472 -1.3025 0.0 0.0 0.1
H 6.0309 -2.6093 1.1592 0.0 0.0 0.0
H 6.9581 -3.7178 -0.8414 0.0 0.0 0.0
H 5.8384 -3.4120 -3.0479 0.0 0.0 0.0
H 3.8123 -2.0004 -3.1917 0.0 0.0 0.0
O 2.5191 4.1642 1.9016 0.0 0.0 0.0
C 1.8235 3.4100 1.2285 0.0 0.1 0.0
O 2.0229 2.0636 1.3216 -0.1 -0.1 0.0
C 0.8037 3.8355 0.2989 0.0 0.0 0.0
C 0.7620 5.2283 0.0155 0.0 0.0 0.0
C -0.0814 5.7708 -0.9086 0.0 0.0 0.0
C -0.9809 4.9332 -1.6311 0.0 0.0 0.0
C -1.0094 3.5923 -1.3508 0.0 -0.1 0.0
C -0.1553 2.9915 -0.3997 0.0 0.0 0.1
P -0.4590 1.3366 0.1594 0.0 0.0 -0.1
C -1.7693 1.4398 1.4598 0.0 0.2 0.0
C -1.7100 0.6814 2.6237 0.0 -0.1 0.0
C -2.6840 0.8094 3.6100 0.0 0.0 -0.1
C -3.7269 1.7048 3.4383 0.0 0.0 0.0
C -3.7887 2.4809 2.2856 0.0 0.0 0.1
C -2.8140 2.3553 1.3112 0.1 0.0 0.0
C -1.3760 0.5088 -1.1913 0.0 -0.1 0.0
C -2.5911 -0.1457 -1.0044 0.0 0.0 0.0
C -3.1721 -0.8718 -2.0399 0.0 0.0 0.0
C -2.5426 -0.9606 -3.2705 0.0 0.0 0.0
C -1.3276 -0.3113 -3.4665 0.0 0.0 0.0
C -0.7516 0.4143 -2.4388 0.0 0.0 0.0
H 1.4591 5.8508 0.5613 0.0 0.0 0.0
H -0.0613 6.8375 -1.0995 0.0 0.0 0.0
H -1.6350 5.3456 -2.3895 0.0 0.0 0.0
H -1.7135 2.9632 -1.8868 0.0 0.0 0.0
H -0.9003 -0.0237 2.7649 0.0 0.0 0.0
H -2.6188 0.2187 4.5156 0.0 0.0 0.0
H -4.4828 1.8131 4.2068 0.0 0.0 0.0
H -4.5931 3.1946 2.1561 0.0 0.0 0.0
H -2.8436 2.9842 0.4293 0.0 0.0 0.0
H -3.0960 -0.0876 -0.0480 0.0 0.0 0.0
H -4.1234 -1.3664 -1.8798 0.0 0.0 0.0
H -2.9943 -1.5272 -4.0755 0.0 0.0 0.0
H -0.8225 -0.3769 -4.4219 0.0 0.0 0.0
H 0.1991 0.9108 -2.5931 0.0 0.0 0.0
O 0.6186 -1.2951 1.5087 -0.1 0.0 0.0
S 0.9742 -2.6779 0.9461 0.0 -0.1 -0.1
C -0.2204 -2.9020 -0.4055 0.0 0.0 0.0
C -1.5121 -3.5129 0.1640 0.0 0.0 0.0
C -1.4439 -3.4325 1.6903 0.0 0.0 0.0
C 0.0058 -3.7384 2.0396 0.0 0.0 0.0
H 0.2622 -3.5173 -1.1639 0.0 0.0 0.0
H -0.3477 -1.9027 -0.8208 0.0 0.0 0.0
H -1.5890 -4.5584 -0.1431 0.0 0.0 0.0
H -2.3784 -2.9866 -0.2327 0.0 0.0 0.0
H -2.1293 -4.1319 2.1710 0.0 0.0 0.0
H -1.6897 -2.4261 2.0332 0.0 0.0 0.0
H 0.2793 -4.7707 1.8051 0.0 0.0 0.0
H 0.3036 -3.5088 3.0611 0.0 0.0 0.0

Record 2
51
Properties=species:S:1:pos:R:3:forces:R:3 method="wB97M-V/def2-TZVPD" relative_energy_ev=0.308 homo_energy_ev=-11.567 gap_ha=0.2691 fmax_ev_per_a=2.37 mol_weight_g_mol=354.47 total_charge=+1
C -2.0987 0.2095 2.1299 -0.4 -0.1 -0.3
C -0.6472 -0.0676 2.0733 1.5 -1.1 -0.1
N -0.0597 -1.2330 1.9777 -1.5 1.1 0.2
C 1.3718 -1.0504 1.9898 0.5 -0.4 -0.1
C 1.5481 0.4546 2.0808 0.3 0.6 0.4
O 0.1792 0.9901 2.1415 0.1 -0.6 -0.2
H -2.6674 -0.7308 2.0875 0.2 0.5 0.1
H -2.3499 0.7471 3.0530 0.1 0.0 -0.3
H -2.3725 0.8431 1.2611 0.1 -0.3 0.5
H 1.8312 -1.5571 2.8493 -0.2 -0.1 -0.2
H 1.8049 -1.4595 1.0655 -0.1 0.0 0.3
H 2.0759 0.7683 3.0030 -0.4 0.0 -0.6
H 2.0618 0.8337 1.1931 -0.3 0.3 0.3
C 2.8264 -7.2673 5.5829 -0.8 0.7 -0.3
C 2.2106 -7.4461 4.3259 0.1 0.3 0.5
C 1.3062 -6.4940 3.8451 0.0 0.2 0.1
C 0.9574 -5.3604 4.6204 0.7 -0.7 0.1
C 0.0635 -4.3080 4.1214 0.2 0.7 -1.7
C 0.1160 -3.9481 2.7527 0.9 -0.9 2.0
C -0.8437 -3.1614 2.1096 -1.7 1.6 -0.5
C -1.2206 -3.3700 0.7007 0.0 -0.2 -1.2
C -2.3767 -2.7687 0.1139 0.8 -0.8 -0.1
C -2.7325 -3.0647 -1.2098 0.4 0.0 0.5
C -1.9815 -3.9794 -1.9632 0.3 0.4 0.2
C -0.8391 -4.5616 -1.4073 0.3 0.1 0.2
C -0.4411 -4.2307 -0.1091 -0.4 0.2 0.2
C -0.8284 -3.6438 5.0734 -0.3 0.1 0.7
C -1.1613 -2.2858 4.9301 -0.3 0.1 0.2
C -2.0754 -1.6793 5.8014 0.3 0.2 -0.1
C -2.5235 -2.3718 6.9255 -0.4 -0.3 -0.1
C -2.1939 -3.7228 7.0916 0.1 -0.3 0.2
C -1.3571 -4.3570 6.1786 0.1 0.2 -0.4
C 1.5530 -5.2284 5.8884 0.3 0.2 0.2
C 2.5023 -6.1384 6.3593 -0.1 -0.4 -0.6
H 3.5236 -7.9993 5.9604 0.1 0.0 0.0
H 2.4450 -8.3314 3.7304 -0.1 0.3 0.2
H 0.8380 -6.6350 2.8655 0.2 0.0 0.4
H 0.9576 -4.3379 2.1674 -0.6 -0.1 0.3
H -1.6439 -2.6850 2.7131 0.5 -1.0 -0.4
H -2.9652 -2.0641 0.6917 0.0 -0.2 -0.1
H -3.5781 -2.5557 -1.6624 0.1 -0.1 0.1
H -2.2249 -4.1590 -3.0119 -0.1 -0.1 0.4
H -0.2129 -5.2529 -1.9841 -0.4 0.4 0.2
H 0.4900 -4.6329 0.3025 -0.5 0.0 -0.3
H -0.6688 -1.6918 4.1534 -0.4 -0.3 0.4
H -2.4339 -0.6582 5.5884 0.4 -0.5 0.4
H -3.1560 -1.8735 7.6676 0.2 -0.2 -0.4
H -2.5867 -4.3199 7.9314 0.2 0.6 -0.4
H -1.0723 -5.4043 6.3135 -0.3 0.4 -0.1
H 1.3121 -4.3605 6.5083 0.1 -0.3 -0.2
H 2.9927 -5.9788 7.3227 -0.3 0.0 -0.3

Record 3
23
Properties=species:S:1:pos:R:3:forces:R:3 method="wB97M-V/def2-TZVPD" relative_energy_ev=1.051 homo_energy_ev=-8.383 gap_ha=0.3446 fmax_ev_per_a=2.43 mol_weight_g_mol=133.26 total_charge=0
C -1.2565 -0.3724 -2.0190 -1.0 -0.4 0.8
C -1.5762 0.7809 -1.0308 0.0 -0.1 -0.8
C -0.4257 1.7818 -0.9078 -0.3 0.4 -0.5
N 0.6550 1.4066 -0.0275 1.1 -1.4 0.9
C 0.3349 0.7667 1.2635 -1.7 -0.2 -0.7
C 0.2601 -0.7913 1.2267 0.1 1.8 -0.8
C 1.6030 -1.3814 0.8563 -0.5 -1.4 1.9
S 1.6622 -3.1765 1.4566 -0.7 0.0 -1.3
H -0.8377 -1.2782 -1.5717 0.3 0.3 0.1
H -0.6139 -0.0457 -2.8296 0.0 0.0 -0.1
H -2.2225 -0.7259 -2.3992 0.2 0.1 -0.4
H -2.4298 1.3131 -1.4675 0.2 0.2 0.0
H -1.9770 0.4213 -0.0893 0.2 -0.2 0.2
H -0.8206 2.8001 -0.7303 0.0 -0.3 0.3
H -0.0482 1.7992 -1.9365 0.3 0.4 0.2
H 1.3706 2.0892 0.1022 0.2 0.5 -0.3
H 0.9475 0.9784 2.1374 0.5 0.8 -0.4
H -0.6703 1.1758 1.4642 0.1 -0.5 0.8
H -0.4681 -1.0040 0.4533 -0.3 -0.7 0.4
H -0.0186 -1.0840 2.2329 -0.4 -0.4 -0.1
H 2.3180 -0.8972 1.5219 0.6 0.2 -0.9
H 1.7636 -1.4308 -0.2119 0.5 0.4 0.1
H 2.4505 -3.1259 2.5063 0.5 0.5 0.5

Record 4
36
Properties=species:S:1:pos:R:3:forces:R:3 method="wB97M-V/def2-TZVPD" relative_energy_ev=0.000 homo_energy_ev=-11.764 gap_ha=0.2868 fmax_ev_per_a=1.90 mol_weight_g_mol=440.76 total_charge=+1
Sc -0.8959 0.8934 -0.6666 1.0 1.5 -0.7
C -1.8475 -0.1353 3.3177 0.1 0.0 0.0
C -2.2492 0.3271 1.9402 -0.1 0.0 0.1
C -3.6122 0.9948 1.9073 0.0 0.0 0.0
O -1.2280 1.2927 1.4222 -0.5 -0.4 0.1
C -2.1809 -0.8181 0.9081 -0.2 -0.2 0.2
O -2.0800 -1.9671 1.2124 -0.1 0.0 0.0
O -2.2111 -0.3545 -0.3525 -1.1 -1.1 0.7
H -1.8454 0.7043 4.0160 0.0 0.0 0.0
H -0.8668 -0.6072 3.3052 0.0 0.0 0.0
H -2.5686 -0.8694 3.6718 0.0 0.0 0.0
H -3.6719 1.7750 2.6673 0.0 0.0 0.0
H -4.3864 0.2573 2.1193 0.0 0.0 0.0
H -3.8167 1.4293 0.9295 0.0 0.0 0.0
H -1.0170 1.9178 2.1257 0.2 0.1 -0.1
O -2.0075 4.1302 -1.5326 0.0 0.0 0.1
C -1.7089 3.1280 -1.1390 -0.1 0.2 -0.2
C 4.5594 1.2352 -0.4508 0.0 0.0 0.0
C 3.9026 -0.0404 -0.9091 0.1 0.0 0.1
O 2.9437 0.2475 -1.9961 0.0 0.1 0.0
P 1.4467 0.5229 -1.7244 0.1 -0.1 -0.3
O 1.1029 1.3073 -0.4531 0.4 0.0 0.1
Te 0.0395 1.3906 -3.4392 0.2 -0.1 0.0
O 0.6913 -0.8551 -1.2792 0.2 0.2 0.0
C 0.6725 -2.0270 -2.1623 -0.2 -0.1 0.0
C -0.1702 -3.0929 -1.5111 0.0 0.1 0.0
H 5.2806 1.0013 0.3324 0.0 0.0 0.0
H 3.8228 1.9279 -0.0457 0.0 0.0 0.0
H 5.0856 1.7148 -1.2743 0.0 0.0 0.0
H 3.3707 -0.5479 -0.1041 0.0 0.0 0.0
H 4.6075 -0.7318 -1.3618 0.0 0.0 0.0
H 1.7074 -2.3410 -2.2946 0.0 0.0 0.0
H 0.2662 -1.7115 -3.1252 0.0 0.0 0.0
H 0.1851 -3.3038 -0.5031 0.0 0.0 0.0
H -0.1070 -4.0075 -2.0997 0.0 0.0 0.0
H -1.2133 -2.7871 -1.4507 0.0 0.0 0.0

Record 5
10
Properties=species:S:1:pos:R:3:forces:R:3 method="wB97M-V/def2-TZVPD" relative_energy_ev=0.000 homo_energy_ev=-8.668 gap_ha=0.3149 fmax_ev_per_a=4.67 mol_weight_g_mol=180.98 total_charge=0
C 0.1961 -0.1698 0.0408 1.7 -1.6 -2.4
S 1.2930 -1.2108 -0.9829 -0.3 0.0 0.1
O 2.5223 -0.1698 -1.2859 2.9 1.2 2.9
P 3.6042 0.1196 0.2612 -2.4 -1.3 -3.8
O 2.7614 0.2501 1.4245 0.0 0.8 0.8
Cl 4.7751 1.5663 -0.4133 -0.2 0.0 0.2
Cl 4.7050 -1.5069 0.3624 0.5 -0.3 -0.2
H -0.5700 -0.8489 0.1170 -2.4 -1.2 0.6
H -0.0536 0.6787 -0.5002 -0.6 1.7 -0.8
H 0.7215 -0.0476 0.9036 0.8 0.8 2.5

Record 6
12
Properties=species:S:1:pos:R:3:forces:R:3 method="wB97M-V/def2-TZVPD" relative_energy_ev=2.887 homo_energy_ev=-9.858 gap_ha=0.3928 fmax_ev_per_a=0.56 mol_weight_g_mol=86.09 total_charge=0
O -0.5859 1.9721 0.0478 0.1 0.1 -0.4
C 0.0090 0.7359 0.2956 0.2 -0.2 0.2
C -0.9099 -0.4749 0.5322 0.0 0.0 0.1
C 0.1890 -1.2934 -0.1601 0.0 -0.4 0.3
O 0.1112 -0.9672 -1.5341 0.0 0.5 0.0
C 0.8506 -0.0867 -0.6738 0.2 0.1 -0.2
H 0.0730 2.5558 -0.3476 -0.1 0.0 0.1
H 0.7301 0.7653 1.1323 -0.4 0.4 0.2
H -1.1641 -0.6863 1.5713 0.1 0.0 -0.1
H -1.8107 -0.4523 -0.0888 0.2 0.0 0.1
H 0.6318 -2.2263 0.1650 -0.1 0.0 -0.2
H 1.8758 0.1580 -0.9397 -0.1 -0.4 0.0